{
  "formula": "C3H5ClOS",
  "method": "the ωB97M-V functional and the def2-TZVPD basis",
  "species": ["C", "C", "C", "H", "H", "H", "H", "H", "O", "S", "Cl"],
  "positions_angstrom": [[0.1733, -0.1336, -0.6252], [-0.3586, -1.3265, 0.1636], [0.1880, 1.0869, 0.1809], [1.9963, 0.2455, -1.4337], [-0.5526, -0.0396, -1.4653], [0.0573, -1.4447, 1.1621], [-0.2333, -2.2042, -0.4050], [-0.7868, 1.3309, 0.5631], [1.4559, -0.5236, -1.0926], [1.4881, 2.0499, 0.3318], [-2.1149, -1.4269, 0.3938]],
  "e_above_lowest_kcal_mol": 21.3,
  "lumo_ev": -0.63,
  "smiles": "O[C@H](C=S)CCl",
  "e_homo_ev": -9.30,
  "molar_mass_g_mol": 124.6
}


{
  "formula": "C34H49IN4NbO3",
  "method": "the ωB97M-V functional and the def2-TZVPD basis",
  "species": ["C", "O", "C", "C", "C", "C", "C", "C", "C", "C", "C", "Nb", "C", "C", "O", "C", "C", "O", "I", "H", "H", "H", "H", "H", "H", "H", "H", "H", "H", "H", "H", "H", "H", "H", "H", "H", "H", "H", "H", "H", "H", "H", "H", "H", "H", "H", "H", "H", "N", "C", "C", "C", "C", "C", "H", "H", "H", "H", "H", "N", "C", "C", "C", "C", "C", "H", "H", "H", "H", "H", "N", "C", "C", "C", "C", "C", "H", "H", "H", "H", "H", "N", "C", "C", "C", "C", "C", "H", "H", "H", "H", "H"],
  "positions_angstrom": [[-1.5492, 1.5752, -5.5286], [-0.1548, 1.1115, -5.6451], [-0.0102, -0.2662, -5.0711], [1.1757, -1.0020, -5.9663], [2.0903, -2.0510, -5.0962], [3.1126, -1.3375, -4.0198], [3.2439, -2.1853, -2.5863], [2.6132, -1.1898, -1.4313], [3.7631, -0.1564, -0.7988], [3.0016, 1.2874, -0.5338], [4.0079, 2.4895, -0.0551], [3.0381, 4.5372, 0.1767], [3.5297, 4.9424, -2.0193], [2.3113, 5.6176, -2.8848], [2.0050, 5.1488, -4.1265], [0.9360, 3.7785, -0.2701], [-0.2753, 4.7463, 0.3562], [-0.0723, 5.9468, 0.9034], [-2.3272, 3.9345, 0.3052], [-2.1167, 1.5698, -6.5748], [-2.1985, 0.9402, -4.7907], [-1.5075, 2.6858, -5.1030], [-0.9972, -0.9000, -5.1516], [0.3433, -0.0960, -3.9473], [0.5921, -1.6476, -6.7828], [1.7866, -0.1870, -6.5505], [2.7466, -2.6581, -5.8693], [1.4115, -2.8218, -4.5215], [2.8212, -0.1989, -3.8338], [4.2165, -1.3416, -4.4700], [2.6000, -3.1898, -2.6051], [4.3737, -2.3732, -2.3206], [2.0982, -1.7734, -0.5513], [1.7818, -0.5142, -1.9340], [4.7027, -0.0427, -1.4923], [4.1019, -0.6289, 0.2386], [2.2095, 1.0784, 0.3321], [2.3689, 1.5738, -1.4927], [4.8545, 2.5695, -0.8916], [4.5829, 2.2476, 0.9502], [2.4511, 6.2520, 0.3146], [2.7761, 4.1908, 1.9486], [4.7006, 5.1769, 0.6599], [3.9654, 3.9583, -2.4866], [4.4151, 5.7430, -2.0126], [1.6776, 6.5590, -2.5171], [0.6980, 2.6945, 0.1688], [0.7866, 3.7243, -1.4457], [-1.9406, 0.3934, 5.1067], [-2.9260, -0.5203, 4.9676], [-3.7334, -0.6182, 3.8457], [-3.5220, 0.2771, 2.8025], [-2.5159, 1.2309, 2.9169], [-1.7579, 1.2480, 4.0767], [-3.0539, -1.1942, 5.8097], [-4.5085, -1.3739, 3.7869], [-4.1358, 0.2319, 1.9076], [-2.3263, 1.9432, 2.1219], [-0.9585, 1.9711, 4.2121], [0.2718, -2.1494, 10.2053], [0.1080, -0.8555, 9.8527], [-0.4053, -0.4486, 8.6317], [-0.7703, -1.4264, 7.7123], [-0.6117, -2.7677, 8.0456], [-0.0931, -3.0761, 9.2929], [0.4103, -0.1301, 10.6025], [-0.5174, 0.6051, 8.4028], [-1.1751, -1.1458, 6.7443], [-0.8861, -3.5536, 7.3511], [0.0464, -4.1085, 9.6012], [0.3033, -4.9805, 0.7530], [0.0770, -3.8938, 1.5231], [0.6608, -3.6934, 2.7637], [1.5272, -4.6674, 3.2485], [1.7788, -5.7989, 2.4793], [1.1504, -5.9082, 1.2493], [-0.6088, -3.1639, 1.1028], [0.4449, -2.7997, 3.3382], [2.0027, -4.5459, 4.2174], [2.4486, -6.5764, 2.8291], [1.3173, -6.7709, 0.6103], [-4.7382, 0.2335, -3.6660], [-5.1519, -1.0407, -3.8413], [-6.4404, -1.3881, -4.2141], [-7.3646, -0.3685, -4.4164], [-6.9691, 0.9537, -4.2417], [-5.6572, 1.2018, -3.8713], [-4.3952, -1.8004, -3.6685], [-6.7169, -2.4284, -4.3431], [-8.3844, -0.6021, -4.7080], [-7.6655, 1.7710, -4.3912], [-5.2992, 2.2172, -3.7262]],
  "lumo_ev": 1.82,
  "e_homo_ev": -5.24,
  "charge": -1,
  "molar_mass_g_mol": 781.6
}


{
  "formula": "C27H72F6O27PS9",
  "method": "the ωB97M-V functional and the def2-TZVPD basis",
  "species": ["P", "F", "F", "F", "F", "F", "F", "O", "S", "O", "O", "C", "C", "C", "H", "H", "H", "H", "H", "H", "H", "H", "O", "S", "O", "O", "C", "C", "C", "H", "H", "H", "H", "H", "H", "H", "H", "O", "S", "O", "O", "C", "C", "C", "H", "H", "H", "H", "H", "H", "H", "H", "O", "S", "O", "O", "C", "C", "C", "H", "H", "H", "H", "H", "H", "H", "H", "O", "S", "O", "O", "C", "C", "C", "H", "H", "H", "H", "H", "H", "H", "H", "O", "S", "O", "O", "C", "C", "C", "H", "H", "H", "H", "H", "H", "H", "H", "O", "S", "O", "O", "C", "C", "C", "H", "H", "H", "H", "H", "H", "H", "H", "O", "S", "O", "O", "C", "C", "C", "H", "H", "H", "H", "H", "H", "H", "H", "O", "S", "O", "O", "C", "C", "C", "H", "H", "H", "H", "H", "H", "H", "H"],
  "positions_angstrom": [[12.2390, 14.6091, 15.0753], [12.1435, 13.3937, 14.0560], [13.2083, 13.6492, 15.9590], [13.4921, 15.2198, 14.2613], [12.4471, 15.8480, 16.1502], [11.2514, 15.5058, 14.1503], [10.9349, 14.0608, 15.9360], [12.4992, 15.9722, 8.1439], [13.3732, 15.4002, 9.1737], [13.7203, 14.0214, 9.0345], [14.7953, 16.1696, 9.0992], [14.8129, 17.5938, 8.8756], [16.1251, 17.9974, 8.3186], [12.8171, 15.8277, 10.7885], [14.6399, 18.1292, 9.7985], [14.0188, 17.8602, 8.1895], [16.2194, 19.0887, 8.1520], [16.1749, 17.6236, 7.2052], [16.9670, 17.6078, 8.8662], [12.8739, 16.9416, 10.8707], [13.5394, 15.3449, 11.5052], [11.9223, 15.2325, 10.8597], [19.1248, 15.0677, 10.5482], [18.2585, 14.0172, 11.0384], [18.8376, 12.7782, 11.4586], [17.3858, 14.6192, 12.1487], [17.7736, 15.8863, 12.7403], [18.4866, 15.7130, 14.0502], [16.9320, 13.8288, 9.8405], [16.8883, 16.4623, 12.9368], [18.4124, 16.4054, 12.0378], [19.4711, 15.1923, 13.9589], [17.9353, 15.0394, 14.6910], [18.7069, 16.6791, 14.4733], [16.6524, 14.8522, 9.5718], [16.1176, 13.2830, 10.3822], [17.3058, 13.2718, 9.0295], [8.1793, 10.7176, 12.4803], [8.5376, 11.5732, 13.5776], [7.5783, 11.9594, 14.5418], [9.7112, 11.0021, 14.3978], [10.5496, 9.9951, 13.8426], [9.9720, 8.6559, 14.0995], [9.2276, 13.0300, 13.0082], [11.5619, 10.1767, 14.3131], [10.6441, 10.0993, 12.7449], [9.8602, 8.4853, 15.1871], [10.5656, 7.9057, 13.5399], [8.9655, 8.6496, 13.6432], [8.5095, 13.5178, 12.3284], [10.1738, 12.7823, 12.4720], [9.4007, 13.6782, 13.8292], [12.0868, 8.6823, 19.7189], [11.2081, 9.1217, 18.6841], [10.5689, 8.1352, 17.8188], [10.0782, 9.9730, 19.3020], [9.0790, 10.5568, 18.4972], [9.2811, 12.0272, 18.4228], [12.1458, 10.2414, 17.7716], [8.1977, 10.2876, 19.0847], [9.0457, 10.0165, 17.5549], [8.4799, 12.4714, 17.7668], [10.1859, 12.2994, 17.9134], [9.0219, 12.4978, 19.3597], [12.5856, 10.8935, 18.5226], [11.5450, 10.8360, 17.0591], [12.9036, 9.6328, 17.3247], [17.9686, 16.0324, 17.5524], [16.7794, 15.3091, 17.1959], [16.8224, 14.0345, 16.4569], [16.0375, 15.0592, 18.5595], [14.7017, 14.5259, 18.4979], [14.2024, 14.7021, 19.8856], [15.7832, 16.4505, 16.3046], [14.6675, 13.4871, 18.1591], [14.0713, 15.0986, 17.8142], [13.2121, 14.4023, 20.0251], [14.2062, 15.7494, 20.0934], [14.7738, 14.2168, 20.6407], [15.7149, 17.3432, 16.8762], [14.7417, 16.0680, 16.1508], [16.1791, 16.5933, 15.2899], [13.6410, 18.6121, 19.2867], [13.6466, 19.6793, 18.3144], [14.9206, 19.8225, 17.6016], [12.5025, 19.6229, 17.2170], [11.1853, 19.0440, 17.4999], [10.1683, 19.9455, 16.8965], [13.2164, 21.2467, 19.0194], [11.1089, 19.0909, 18.5814], [11.2186, 18.0242, 17.1257], [9.2024, 19.6040, 17.1431], [10.1312, 20.0808, 15.7883], [10.3151, 20.9842, 17.1971], [13.9751, 21.6715, 19.7330], [12.1974, 21.1692, 19.3939], [13.3512, 21.8300, 18.0751], [13.8811, 10.1119, 13.1138], [15.2394, 10.2479, 13.4588], [15.8733, 9.3314, 14.3562], [16.1011, 10.2836, 12.1140], [17.5196, 10.0662, 12.2145], [18.0593, 9.4524, 10.9120], [15.5648, 11.9109, 14.0599], [17.8138, 9.3197, 12.9449], [18.0330, 11.0117, 12.5041], [17.4194, 8.5368, 10.7224], [19.1276, 9.1547, 10.9120], [17.8342, 10.1788, 10.1692], [15.3499, 12.6151, 13.2722], [16.6362, 11.8731, 14.4061], [14.9660, 12.1216, 14.9106], [6.4960, 15.7723, 17.6408], [7.4655, 16.6362, 17.0290], [7.1385, 18.0264, 16.8684], [8.8956, 16.5725, 17.8213], [9.2659, 15.3352, 18.5041], [10.6663, 15.4827, 19.0344], [7.8847, 15.9920, 15.4685], [9.2024, 14.4968, 17.8083], [8.6002, 15.2897, 19.3540], [11.3372, 15.7233, 18.2507], [10.8789, 14.6013, 19.6332], [10.7436, 16.2988, 19.7413], [8.7581, 16.5408, 15.0512], [7.0041, 16.0259, 14.8579], [8.2190, 14.9418, 15.5616], [13.5902, 18.8848, 11.9566], [14.4056, 18.6402, 13.1249], [15.4028, 17.6200, 13.0290], [15.0530, 20.0573, 13.5063], [16.2241, 19.8998, 14.4428], [16.8851, 21.2889, 14.5472], [13.3367, 18.3301, 14.4921], [16.8813, 19.1578, 13.9568], [15.8024, 19.6014, 15.4214], [17.1325, 21.5846, 13.4856], [17.6997, 21.2410, 15.2197], [16.1480, 22.0212, 14.8767], [13.0019, 17.3558, 14.2067], [12.5871, 19.1013, 14.3748], [13.7977, 18.4281, 15.4657]],
  "e_above_lowest_kcal_mol": 0.0,
  "lumo_ev": 1.36,
  "e_homo_ev": -8.96,
  "charge": -1,
  "molar_mass_g_mol": 1262.4
}